The following is a quantum chemistry calculation of a cluster of 2 separate species, C4H13N2O in total in a non-equilibrium geometry, from OMol25.

Properties
ΔE to the lowest compared entry with this formula, charge and spin = 199.8 kJ/mol
Net charge = +2
LUMO level (spin up / spin down) = -8.2 / -13.6 eV
2S+1 = 2
E_HOMO (spin up / spin down) = -19.40 / -19.40 eV
⟨S²⟩ = 0.78

Geometry (Å):
C1 -2.03247 1.94681 -1.67542
C2 -1.14771 1.78832 -0.41999
O1 -0.75912 0.73249 0.09831
N1 -0.79877 2.91067 0.29260
H1 -1.86173 2.79399 -2.34801
H2 -3.09330 1.85752 -1.41525
H3 -0.52061 2.80080 1.27795
H4 -1.06521 3.86188 0.02938
H5 -1.81187 1.00891 -2.19749
C3 1.32354 -2.59313 1.08897
C4 2.72085 -2.39861 0.51079
N2 0.37259 -1.90318 0.11647
H6 0.93395 -3.64998 1.14630
H7 1.19392 -2.09594 2.05972
H8 3.59004 -2.45472 1.13445
H9 2.73488 -1.29724 0.16744
H10 0.75172 -1.26789 -0.59424
H11 -0.25688 -1.17891 0.50488
H12 -0.10232 -2.61340 -0.46407
H13 2.91091 -2.95232 -0.40650



The following is a quantum chemistry calculation of the molecule C2H8N2 in a non-equilibrium geometry, from OMol25.

Properties
ΔE to the lowest compared entry with this formula, charge and spin = 7.9 kJ/mol
Net charge = 0
LUMO level = 1.3 eV
Structure (SMILES) = NCCN
E_HOMO = -9.05 eV

Geometry (Å):
N1 1.46696 0.24900 -0.55345
C1 0.27789 0.89707 -0.05822
C2 -0.64222 -0.09381 0.72404
N2 -1.07605 -1.16807 -0.17660
H1 1.29626 -0.41523 -1.32016
H2 2.11961 0.95474 -0.92080
H3 0.55234 1.65833 0.68292
H4 -0.27465 1.33858 -0.90131
H5 -0.12592 -0.41046 1.62446
H6 -1.53453 0.47896 1.07177
H7 -0.29025 -1.72923 -0.44707
H8 -1.76944 -1.75988 0.27441



The following is a quantum chemistry calculation of a structure of composition C12H49HfO19S3 in a non-equilibrium geometry, from OMol25.

Properties
Net charge = +3
LUMO level = -12.3 eV
E_HOMO = -16.62 eV

Geometry (Å):
Hf1 3.27189 -1.86641 -0.10089
C1 0.73560 1.38408 0.75741
C2 0.36816 0.14795 -0.06676
C3 -0.26690 0.58065 -1.39880
O1 1.39545 -0.76272 -0.40317
H1 1.67676 1.88756 0.52129
H2 0.93899 1.08682 1.79143
H3 -0.07727 2.10459 0.75596
H4 -0.43376 -0.28857 0.54208
H5 0.35336 1.24169 -2.00614
H6 -1.23811 1.04328 -1.21476
H7 -0.52251 -0.24109 -2.07190
O2 1.26645 -5.96712 -0.96279
S1 0.28630 -6.21071 0.06786
O3 0.74778 -6.51051 1.38346
O4 -0.70548 -4.92652 0.11899
C4 -1.42531 -4.52872 -1.06532
C5 -1.51496 -3.02717 -1.06422
C6 -0.88627 -7.45008 -0.46715
H8 -2.35765 -5.09334 -1.12700
H9 -0.90707 -4.87726 -1.96577
H10 -1.96245 -2.71407 -2.00959
H11 -0.51163 -2.61258 -1.00115
H12 -2.13959 -2.61479 -0.27202
H13 -1.68305 -7.35863 0.27177
H14 -0.48410 -8.45588 -0.37548
H15 -1.21504 -7.20757 -1.47244
O5 -2.42310 -2.11065 4.29427
S2 -1.24251 -1.59698 3.71284
O6 -0.46928 -2.33779 2.74439
O7 -1.57521 -0.20380 2.97255
C7 -2.31905 0.78374 3.67893
C8 -2.38954 2.12640 2.99366
C9 -0.09603 -0.92908 4.94410
H16 -2.05826 0.86371 4.74248
H17 -3.33995 0.45576 3.91514
H18 -1.41299 2.53654 2.72797
H19 -2.85754 2.89825 3.60078
H20 -2.97741 1.99670 2.08314
H21 0.30550 -1.78161 5.49506
H22 -0.67442 -0.36686 5.66870
H23 0.68666 -0.45173 4.36484
O8 -1.33227 3.70321 -3.68665
S3 -1.23919 4.83910 -2.82187
O9 -0.96703 6.12182 -3.35859
O10 -2.55596 4.95463 -1.91860
C10 -2.82067 3.95355 -0.93687
C11 -4.31777 3.75764 -0.78864
C12 0.08131 4.55845 -1.53016
H24 -2.42507 4.27606 0.03218
H25 -2.34089 2.99930 -1.17549
H26 -4.58072 2.84383 -0.25228
H27 -4.70435 3.50708 -1.77825
H28 -4.71320 4.64646 -0.30743
H29 -0.13178 5.35539 -0.82070
H30 1.04362 4.63865 -2.02266
H31 -0.00416 3.60151 -1.02169
O11 3.66866 3.45652 0.56786
H32 3.86803 4.27504 0.09254
H33 4.26607 3.47412 1.32306
O12 2.92700 2.61252 -2.09731
H34 3.17788 3.27698 -1.44495
H35 2.58490 3.11929 -2.84450
O13 1.54290 -2.98872 1.10152
H36 0.72189 -2.54985 1.44240
H37 1.44638 -3.92910 1.35839
O14 3.04275 -0.98053 2.06115
H38 2.89935 -1.55097 2.83365
H39 2.92020 -0.04665 2.40260
O15 2.99284 1.39916 3.25119
H40 2.36556 1.99356 3.68273
H41 3.85895 1.78857 3.42336
O16 1.23225 -0.91220 -4.54921
H42 1.34800 -1.35872 -5.39444
H43 0.31526 -0.56935 -4.58427
O17 -1.40663 -0.54828 -5.08285
H44 -1.93478 -0.54264 -5.89018
H45 -1.91274 -1.08743 -4.46641
O18 3.93826 0.43638 -0.39201
H46 4.75492 0.80664 -0.02217
H47 3.54433 1.17805 -0.91243
O19 3.03837 -1.14552 -2.47283
H48 2.43974 -0.47465 -2.87111
H49 3.50132 -1.53436 -3.23183



The following is a quantum chemistry calculation of a cluster of 3 separate species, C4H12O4 in total in a non-equilibrium geometry, from OMol25.

Properties
ΔE to the lowest compared entry with this formula, charge and spin = 49.3 kJ/mol
Net charge = 0
LUMO level = 0.2 eV
Structure (SMILES) = CCCC(=O)O.O.O
E_HOMO = -10.78 eV

Geometry (Å):
C1 0.15804 -0.71192 -2.09232
C2 -0.93246 0.01695 -1.29720
C3 -0.86261 -0.11187 0.21005
C4 -1.63943 0.86172 1.06118
O1 -2.06584 0.57621 2.14388
O2 -1.82314 2.10736 0.57518
H1 0.99926 -0.08343 -2.38549
H2 -0.26300 -1.12355 -3.01338
H3 0.66421 -1.50721 -1.53013
H4 -1.92734 -0.18836 -1.66553
H5 -0.76983 1.06414 -1.57587
H6 -1.24937 -1.09559 0.47394
H7 0.12170 -0.19326 0.65204
H8 -1.38958 2.19847 -0.28941
O3 1.45685 -1.46993 2.84791
H9 0.67607 -0.90162 2.88330
H10 1.45538 -1.79535 1.93730
O4 2.81233 0.65889 0.33220
H11 2.29510 0.99986 -0.40545
H12 2.28369 0.69850 1.13781



The following is a quantum chemistry calculation of a structure of composition Cl3H4NSi2 in a non-equilibrium geometry, from OMol25.

Properties
ΔE to the lowest compared entry with this formula, charge and spin = 210.5 kJ/mol
Net charge = 0
LUMO level = -0.5 eV
E_HOMO = -9.67 eV

Geometry (Å):
N1 -0.81894 -0.49859 -0.50268
Si1 -0.59458 0.09906 1.72057
Si2 0.59469 0.03215 -1.25241
Cl1 1.34353 -0.72592 -2.98256
Cl2 0.40648 2.07202 -1.55632
Cl3 2.30270 -0.43506 -0.09143
H1 -1.67592 -0.65581 -0.91907
H2 -1.03815 -1.23474 2.06725
H3 0.97439 0.12180 1.83559
H4 -1.49421 1.22507 1.68104



The following is a quantum chemistry calculation of a structure of composition C5H5O6Pr in a non-equilibrium geometry, from OMol25.

Properties
Net charge = +3
LUMO level (spin up / spin down) = -15.5 / -13.8 eV
2S+1 = 4
E_HOMO (spin up / spin down) = -20.06 / -23.04 eV
⟨S²⟩ = 3.76

Geometry (Å):
O1 -1.62677 0.31272 -0.22648
C1 1.43639 5.09571 0.38067
C2 -1.94920 -0.80834 -0.56876
O2 2.02545 5.89993 0.94031
O3 0.86309 4.29407 -0.24963
C3 -2.22613 -1.94650 0.29269
Pr1 -0.00137 2.09084 -1.15825
H1 -2.80024 -2.73436 -0.20654
H2 -2.24425 -1.73762 1.36625
C4 -0.54769 -2.08003 -0.61823
O4 0.51366 -1.85836 0.32520
C5 1.27174 -0.80787 0.27123
O5 1.05153 0.16609 -0.44777
O6 2.26124 -0.88459 1.10415
H3 -0.18852 -1.78596 -1.61317
H4 -0.59060 -3.16557 -0.73758
H5 2.75168 -0.05015 1.14589